No. 1
The following is a quantum chemistry calculation of C26H46O2P2Pb as an isolated structure in a non-equilibrium geometry, from the OMol25 dataset.

CARTESIAN COORDINATES (ANGSTROEM)
Pb1 -0.26732 0.32009 -0.78056
C1 -0.65590 -2.61165 1.38652
C2 0.69527 -2.68050 0.94331
C3 0.58182 -1.13608 2.64565
C4 -0.72185 -1.65758 2.43879
C5 1.46186 -1.77646 1.73386
C6 -1.82043 -3.31423 0.80936
H1 -1.53222 -3.88526 -0.07977
H2 -2.61075 -2.60342 0.51753
H3 -2.25837 -4.01010 1.54174
C7 -1.94175 -1.21152 3.12917
H4 -2.72355 -1.97720 3.04900
H5 -2.33432 -0.27536 2.69531
H6 -1.73417 -1.02462 4.19209
C8 0.91781 -0.06370 3.59803
H7 0.59529 -0.34447 4.61020
H8 0.42128 0.88724 3.34228
H9 1.99906 0.10888 3.60653
C9 2.90487 -1.49216 1.58923
H10 3.48119 -1.99054 2.38488
H11 3.10687 -0.41176 1.66013
H12 3.28373 -1.85101 0.62337
C10 1.21063 -3.48438 -0.18504
H13 1.69240 -4.41366 0.15778
H14 1.96050 -2.92018 -0.75679
H15 0.39970 -3.75808 -0.87046
C11 -1.90058 1.42028 -6.49227
C12 -1.97174 0.09262 -6.30308
C13 -1.21966 -0.95080 -7.05853
C14 0.27586 -0.63789 -7.33594
C15 0.97559 0.02527 -6.19521
C16 1.14170 1.35400 -6.09641
C17 0.46170 2.38449 -6.94326
C18 -0.98043 2.09240 -7.45286
H16 -1.71783 -1.13772 -8.02763
H17 0.37672 -0.04769 -8.26105
H18 -1.26750 -1.89172 -6.48479
H19 -0.94104 1.55246 -8.41200
H20 -2.67115 2.06748 -6.05269
H21 -2.76943 -0.30088 -5.67226
H22 -1.43235 3.07217 -7.67931
H23 0.44166 3.33380 -6.37974
H24 1.94177 1.74130 -5.45646
H25 1.07751 2.57053 -7.84052
H26 0.76993 -1.60654 -7.52221
H27 1.52548 -0.64930 -5.53134
P1 -1.77766 0.78846 -2.89354
P2 1.63873 1.81883 -2.10711
C19 -0.76828 2.04867 -3.76252
C20 0.45123 2.78904 -3.14230
H28 -1.46486 2.81100 -4.13796
H29 -0.42771 1.51836 -4.65466
H30 1.06754 3.20298 -3.96009
H31 0.09360 3.63906 -2.53776
C21 2.43153 3.07309 -1.04134
H32 3.12707 2.58037 -0.33987
H33 1.65032 3.59863 -0.46254
H34 2.99120 3.79131 -1.66435
C22 2.89572 1.03119 -3.16673
H35 3.40750 1.79131 -3.77350
H36 2.42098 0.28131 -3.81825
H37 3.62382 0.52941 -2.50930
C23 -3.55108 0.79671 -3.28794
H38 -4.06997 0.02263 -2.69342
H39 -3.74522 0.61294 -4.35361
H40 -3.97794 1.77798 -3.02859
C24 -1.12753 -0.85375 -3.48923
H41 -0.21428 -1.16541 -2.95191
H42 -0.88073 -0.80559 -4.56248
H43 -1.89085 -1.63067 -3.31834
C25 -1.92215 3.62868 1.50383
C26 -1.42756 2.43526 0.73312
O1 -0.63209 2.69127 -0.24613
O2 -1.78037 1.24915 1.03145
H44 -2.60833 4.18312 0.85686
H45 -1.08007 4.28427 1.74689
H46 -2.43590 3.30947 2.41011

Properties
HOMO-LUMO gap (spin up / spin down)	0.2077 / 0.2066	hartree
charge	+2

---

No. 2
The following is a quantum chemistry calculation of C26H47Br27NO6P as an isolated structure in a non-equilibrium geometry, from the OMol25 dataset.

CARTESIAN COORDINATES (ANGSTROEM)
C1 0.77203 0.85151 -5.72436
O1 0.41954 1.99522 -6.58010
C2 -0.76953 2.71655 -6.07398
C3 -0.52776 3.37372 -4.58734
C4 -1.15905 2.49411 -3.35038
C5 -2.78761 2.24953 -3.45792
C6 -3.20669 0.74776 -3.98802
C7 -4.47171 0.15130 -3.09097
C8 -4.35826 -1.47021 -2.80035
C9 -3.64996 -1.76807 -1.31894
C10 -2.09080 -1.26336 -1.43598
C11 -1.18927 -1.59342 -0.07107
C12 0.11398 -0.58429 -0.14751
C13 1.45170 -1.15889 0.62980
O2 2.06021 -0.07800 1.42037
P1 1.07447 0.28618 2.84953
O3 2.13976 0.48555 4.03566
O4 -0.05885 -1.00465 3.13151
C14 0.50750 -2.08216 3.95729
O5 0.36410 1.84752 2.55551
C15 -0.93248 2.01523 3.22813
C16 -2.06732 2.30253 2.06693
O6 -2.35762 3.77043 1.95135
C17 -3.45717 1.47853 2.34547
N1 -4.00225 1.05201 0.99871
H1 1.66421 0.28128 -6.26661
H2 1.19598 1.17054 -4.65542
H3 -0.09532 0.06554 -5.59389
H4 -1.76453 2.07551 -6.13101
H5 -0.94383 3.62572 -6.82567
H6 -0.98123 4.47679 -4.63501
H7 0.63456 3.49888 -4.44153
H8 -0.54786 1.49358 -3.17775
H9 -0.98920 3.13521 -2.35804
H10 -3.20263 2.36635 -2.34479
H11 -3.25775 3.03084 -4.19866
H12 -2.30424 -0.02346 -3.97322
H13 -3.57581 0.87441 -5.10825
H14 -4.54538 0.67520 -2.03154
H15 -5.45574 0.35457 -3.71399
H16 -5.46547 -1.89879 -2.78387
H17 -3.76379 -2.05443 -3.64974
H18 -4.16395 -1.12532 -0.48672
H19 -3.70060 -2.89602 -1.01039
H20 -1.49895 -1.77614 -2.33638
H21 -2.04583 -0.08197 -1.56378
H22 -0.90920 -2.72798 0.02381
H23 -1.88642 -1.28221 0.83580
H24 0.37271 -0.47152 -1.29880
H25 -0.21862 0.49222 0.21042
H26 1.27766 -2.16181 1.21049
H27 2.23570 -1.41803 -0.23250
H28 -0.41183 -2.73624 4.34736
H29 1.17141 -2.82095 3.32453
H30 1.07177 -1.72525 4.92106
H31 -1.21472 1.17189 3.98826
H32 -0.86941 3.02089 3.86831
H33 -1.57974 1.99541 1.02181
H34 -2.96276 4.05880 2.70399
H35 -3.21883 0.49101 2.95486
H36 -4.25788 2.10639 2.92445
H37 -5.05790 1.05841 0.99771
H38 -3.68110 1.76200 0.29508
C18 4.53911 2.65982 5.16902
Br1 2.99321 3.80226 4.87072
Br2 6.09546 3.27424 4.17676
Br3 4.92647 2.44599 7.06328
H39 4.28355 1.66828 4.78101
C19 -3.00192 3.67436 -9.28927
Br4 -4.03638 2.55582 -8.07985
Br5 -3.73982 3.66946 -11.08920
Br6 -2.78761 5.48064 -8.59974
H40 -2.00071 3.23556 -9.35299
C20 1.17542 -3.46475 -3.72738
Br7 -0.17781 -2.12201 -4.11436
Br8 2.91769 -2.66339 -3.40083
Br9 0.63500 -4.63922 -2.27390
H41 1.27280 -4.08781 -4.62255
C21 -4.28367 -4.89147 -5.34277
Br10 -5.82957 -3.74904 -5.64106
Br11 -2.72732 -4.27706 -6.33502
Br12 -3.89630 -5.10531 -3.44850
H42 -4.53923 -5.88302 -5.73077
C22 5.26092 -4.48980 -5.92508
Br13 5.67300 -2.59254 -6.04556
Br14 3.37630 -4.84343 -6.25284
Br15 6.40866 -5.55462 -7.07959
H43 5.46956 -4.79753 -4.89513
C23 -2.67776 -4.34507 5.92544
Br16 -4.17337 -4.40249 7.16793
Br17 -2.09903 -6.12831 5.40642
Br18 -3.06408 -3.23060 4.37859
H44 -1.84028 -3.87848 6.45453
C24 5.72338 1.50215 11.15083
Br19 4.17748 2.64458 10.85253
Br20 7.27972 2.11656 10.15858
Br21 6.11074 1.28831 13.04510
H45 5.46782 0.51060 10.76282
C25 1.81660 0.08698 8.79206
Br22 0.32099 0.02956 10.03455
Br23 2.39534 -1.69626 8.27305
Br24 1.43029 1.20145 7.24521
H46 2.65409 0.55357 9.32115
C26 10.43441 1.91515 5.01439
Br25 10.33501 0.35846 3.85216
Br26 10.09790 3.56654 4.04282
Br27 9.27184 1.73716 6.56384
H47 11.46163 1.96876 5.38988

Properties
HOMO-LUMO gap	0.3366	hartree
ΔE to the lowest compared entry with this formula, charge and spin	237.8	kcal per mole